[1]
92
Properties=species:S:1:pos:R:3:mulliken_spin:R:1 method="wB97M-V/def2-TZVPD" spin_multiplicity=3 energy_ev=-127273.79146 total_charge=+1 orbital_gap_ev="8.71 / 7.00"
Pd 0.315 0.535 1.312 1.263
As 1.972 2.345 -0.638 -0.020
F -2.014 -8.330 0.030 0.000
F 0.041 -8.887 -0.331 0.000
F -0.737 -8.884 1.689 0.000
O -1.841 0.342 1.376 0.080
O 2.230 1.506 0.790 0.092
N 1.195 0.744 3.310 0.168
N -2.957 -2.706 0.221 0.006
N -2.570 -1.398 0.042 0.007
C 2.426 -0.169 -1.876 0.006
C 2.651 -1.032 -2.939 0.007
C -0.705 2.748 -1.691 0.006
C -2.537 3.553 -0.355 -0.002
C 3.099 3.873 -0.797 0.004
C -0.678 3.737 4.414 -0.016
C -0.350 3.377 0.621 0.029
C 2.282 1.191 -2.127 0.005
C -2.089 0.118 -3.833 0.001
C -0.013 -4.650 -0.370 -0.003
C 0.290 4.725 4.292 0.031
C -2.592 -1.832 2.220 0.016
C -2.294 -0.841 1.259 -0.008
C -0.356 -6.787 0.665 -0.004
C 3.413 6.250 -0.852 0.000
C -2.987 -2.960 1.541 -0.010
C 2.364 1.696 -3.421 -0.001
C 0.622 -1.469 0.991 0.319
C 5.310 4.773 -1.028 -0.001
C -1.142 -0.904 -1.871 -0.013
C 4.471 3.676 -0.935 0.001
C -0.005 -6.255 1.895 0.002
C 2.580 0.824 -4.478 0.001
C 4.780 6.057 -0.986 0.001
C -3.331 0.177 -3.213 0.001
C 2.564 5.155 -0.756 -0.001
C -3.379 -4.297 2.065 0.000
C 1.572 4.387 3.877 -0.013
C 1.890 3.070 3.585 0.025
C -1.693 3.700 0.736 0.009
C -2.045 3.086 -1.566 0.008
C -2.388 -0.845 -1.264 -0.004
C 0.567 -2.682 0.977 0.011
C -3.372 -3.535 -0.888 0.000
C 0.915 2.090 3.708 -0.003
C -0.760 -8.227 0.522 0.000
C -0.995 -0.411 -3.161 -0.015
C 2.724 -0.537 -4.234 0.000
C -0.350 -5.985 -0.472 0.002
C 0.330 -4.913 1.997 -0.009
C 0.139 2.896 -0.597 0.012
C -3.482 -0.299 -1.919 0.005
C -0.373 2.418 4.115 0.020
C 0.317 -4.091 0.870 -0.013
H -2.706 2.972 -2.414 0.000
H 2.184 0.580 3.154 -0.015
H 2.881 2.803 3.240 -0.001
H 0.002 -6.885 2.774 0.000
H -1.975 0.486 -4.845 0.000
H 2.649 1.206 -5.488 0.000
H 3.005 7.251 -0.824 0.000
H -3.358 -4.281 3.152 0.000
H -4.347 -3.231 -1.272 0.000
H 1.496 5.304 -0.654 0.001
H -4.182 0.591 -3.737 0.000
H 2.368 -0.544 -0.860 -0.005
H 2.331 5.152 3.782 0.000
H -3.585 3.803 -0.262 0.000
H -0.025 -0.450 -3.641 0.000
H 5.438 6.912 -1.063 0.000
H -2.077 4.062 1.681 0.001
H -0.007 -4.019 -1.251 0.001
H -0.308 -1.332 -1.329 0.048
H -4.440 -0.258 -1.415 0.000
H -4.384 -4.575 1.745 0.000
H 0.595 -4.491 2.957 0.000
H 4.881 2.673 -0.970 0.000
H 2.905 -1.213 -5.060 0.000
H 0.314 3.508 1.471 -0.014
H 6.377 4.629 -1.135 0.000
H -2.637 -3.484 -1.689 0.000
H 2.775 -2.091 -2.753 0.000
H -2.483 -1.727 3.284 -0.001
H -2.683 -5.065 1.721 0.000
H 0.048 5.753 4.523 0.002
H 2.275 2.761 -3.606 0.000
H -0.328 2.360 -2.629 -0.003
H -1.134 1.648 4.172 0.003
H -0.610 -6.412 -1.433 0.000
H 0.824 0.048 3.947 -0.016
H -1.678 3.992 4.739 -0.001
H -3.424 -4.560 -0.532 0.000



[2]
108
Properties=species:S:1:pos:R:3:lowdin_charge:R:1 method="wB97M-V/def2-TZVPD" energy_ev=-146926.20495 total_charge=-2 orbital_gap_ev=6.58
K 0.241 -0.269 0.176 0.720
S 4.806 0.443 -2.240 0.584
S 1.461 0.527 2.701 0.415
S 2.608 -0.809 -1.620 0.547
P -0.992 2.048 1.888 1.148
F 2.179 -3.169 -2.837 0.090
F 2.345 -1.567 -4.240 0.125
F 5.305 3.052 -2.019 0.097
F 3.842 2.390 -0.599 0.140
F 3.321 2.634 -2.679 0.121
F 4.107 -2.397 -3.304 0.109
O 0.168 -0.166 2.730 -0.450
O 1.759 1.064 1.381 -0.451
O 1.925 -1.633 -0.682 -0.399
O 6.222 0.483 -2.021 -0.292
O 4.375 0.252 -3.596 -0.291
O 2.533 -0.198 3.349 -0.313
O 1.886 0.286 -2.177 -0.280
N -0.687 -2.947 0.911 0.115
N 4.087 -0.500 -1.203 -0.272
N -2.798 -2.110 1.508 0.174
N -0.738 2.028 -1.048 0.059
N -2.082 -3.775 -4.455 -0.175
N -2.984 1.494 -1.522 0.151
N -2.026 -2.379 -2.348 -0.151
N -2.380 -0.267 0.020 0.097
C 1.561 3.574 5.448 -0.098
C -5.727 -1.409 1.040 -0.026
C -2.469 5.247 -0.241 -0.087
C -6.984 0.313 -0.100 -0.107
C -1.765 2.769 -3.079 -0.029
C -4.571 -0.856 0.531 -0.098
C -3.442 2.834 3.224 -0.104
C -1.005 -1.900 -3.265 -0.138
C 1.907 2.423 4.755 -0.059
C 0.341 2.708 -1.377 -0.173
C -1.557 -2.547 1.840 -0.373
C 4.260 2.210 -1.845 -0.645
C -2.684 0.579 3.471 -0.086
C 0.834 -3.602 2.637 -0.075
C -0.155 4.562 1.088 -0.110
C 0.403 4.257 5.108 -0.094
C -0.986 -2.807 -4.521 -0.154
C -4.677 1.293 4.593 -0.110
C -0.032 2.667 3.349 -0.317
C -3.200 0.575 -0.627 -0.334
C 1.116 1.988 3.712 -0.239
C -4.617 0.264 -0.298 -0.100
C -4.507 2.561 4.065 -0.101
C -1.303 -2.733 3.214 -0.040
C -1.795 2.040 -1.869 -0.363
C -5.818 0.862 -0.617 -0.027
C -1.765 -3.768 -2.012 -0.162
C -2.416 4.068 0.480 -0.112
C -1.367 6.084 -0.304 -0.108
C -3.333 -2.260 -2.966 -0.160
C -3.129 -1.158 0.707 -0.330
C 2.841 -2.019 -3.089 -0.628
C -2.514 1.844 2.917 -0.309
C -3.763 0.299 4.286 -0.081
C 0.455 3.454 -2.538 -0.072
C 0.467 -3.450 1.313 -0.170
C -1.262 3.719 1.176 -0.368
C -6.937 -0.812 0.710 -0.108
C -1.873 -4.635 -3.292 -0.164
C -0.089 -3.236 3.610 -0.084
C -3.344 -3.057 -4.295 -0.169
C -0.203 5.733 0.359 -0.093
C -0.394 3.803 4.073 -0.084
C -0.629 3.469 -3.407 -0.088
H -2.497 -4.070 -1.260 0.112
H 0.677 6.359 0.287 0.098
H -4.153 -3.794 -4.321 0.104
H -2.059 -2.434 3.925 0.097
H -0.053 -3.368 -4.597 0.105
H -1.298 4.341 3.820 0.101
H -3.338 3.830 2.815 0.088
H 2.795 1.864 5.005 0.105
H -0.963 -5.212 -3.473 0.107
H -3.892 -0.697 4.684 0.095
H -3.371 5.501 -0.782 0.098
H -7.943 0.769 -0.318 0.088
H 1.813 -3.976 2.900 0.096
H -1.113 -2.228 -5.438 0.110
H -2.647 2.779 -3.707 0.095
H -1.940 -0.167 3.252 0.063
H -0.585 4.043 -4.326 0.094
H -1.407 6.995 -0.888 0.089
H -0.049 -1.907 -2.743 0.092
H 2.189 3.944 6.248 0.091
H -3.258 3.390 0.474 0.101
H -5.517 1.087 5.244 0.088
H -0.772 -3.815 -1.567 0.102
H -5.208 3.348 4.317 0.091
H -5.693 -2.274 1.686 0.104
H 0.117 5.145 5.662 0.093
H 1.142 2.679 -0.652 0.100
H -5.835 1.743 -1.238 0.101
H -3.540 -1.199 -3.124 0.112
H -7.860 -1.222 1.101 0.087
H -4.072 -2.650 -2.261 0.115
H 1.135 -3.761 0.520 0.099
H 0.764 4.267 1.578 0.113
H -2.717 -5.330 -3.245 0.105
H 1.353 4.002 -2.774 0.089
H -1.232 -0.864 -3.517 0.123
H -3.464 -2.399 -5.159 0.106
H 0.139 -3.352 4.663 0.102



[3]
89
Properties=species:S:1:pos:R:3:lowdin_charge:R:1 method="wB97M-V/def2-TZVPD" energy_ev=-82965.36747 total_charge=0 orbital_gap_ev=5.73
Ir -0.622 1.517 0.255 0.771
S -4.871 3.136 -0.807 1.135
P 0.012 -1.376 0.176 0.873
P 2.765 -2.529 -0.483 1.043
N 2.477 6.669 -0.579 0.123
N -2.519 2.544 0.073 -0.062
N 0.773 2.857 -0.387 -0.147
C 0.518 3.697 -1.410 -0.131
C -2.651 3.915 0.210 -0.300
C 1.643 3.287 0.547 -0.137
C -3.844 0.571 -0.725 -0.163
C -1.689 4.761 0.763 -0.026
C 1.058 4.956 -1.514 -0.015
C 3.932 -1.492 3.345 -0.076
C 4.458 -6.834 -0.404 -0.095
C -2.362 -0.445 1.199 -0.304
C 3.434 -4.233 -0.377 -0.385
C 1.916 5.420 -0.512 -0.323
C 4.702 -0.361 3.107 -0.087
C 3.359 -2.175 2.287 -0.099
C -2.370 -2.587 3.196 -0.147
C -0.076 -0.311 -2.445 -0.094
C -1.613 -2.413 -3.412 -0.083
C -1.234 -1.382 -4.261 -0.087
C 4.901 0.077 1.808 -0.087
C 5.113 -5.833 0.294 -0.086
C -3.588 1.994 -0.451 -0.463
C -1.342 -1.566 1.236 -0.340
C 4.319 -0.607 0.751 -0.124
C 2.220 4.537 0.525 -0.012
C -3.184 -1.419 3.342 -0.121
C -4.138 5.794 -0.187 -0.089
C 4.607 -4.541 0.307 -0.093
C 1.063 -2.875 0.170 -0.429
C -5.185 -0.966 -2.052 -0.077
C 0.885 0.128 0.515 -0.460
C -0.461 -1.336 -1.586 -0.301
C -0.461 -0.336 -3.776 -0.080
C 3.537 -1.735 0.977 -0.428
C -1.961 6.111 0.823 -0.079
C 3.298 -6.534 -1.103 -0.089
C -1.445 -2.593 2.189 -0.154
C -3.159 -0.396 2.471 -0.066
C -3.867 4.431 -0.246 -0.459
C 2.797 -5.244 -1.096 -0.113
C -4.733 -2.022 -1.275 -0.064
C -3.822 -1.783 -0.264 -0.027
C -4.751 0.310 -1.765 -0.072
C -3.328 -0.509 0.014 -0.115
C -3.171 6.626 0.347 -0.089
C -1.223 -2.389 -2.084 -0.103
H 1.746 0.222 -0.158 0.006
H -3.361 7.689 0.411 0.102
H 0.801 5.582 -2.357 0.114
H 1.257 0.077 1.549 0.032
H 4.458 -0.255 -0.265 0.097
H 2.899 7.047 0.250 0.098
H 2.769 -3.060 2.490 0.107
H -1.840 0.572 1.162 0.017
H 1.110 -3.328 1.161 0.041
H -5.110 1.130 -2.372 0.078
H 3.777 -1.839 4.358 0.105
H 6.023 -6.055 0.836 0.102
H -5.079 6.189 -0.541 0.107
H 2.064 7.343 -1.200 0.098
H -0.744 -3.420 2.138 0.088
H 2.784 -7.306 -1.662 0.102
H 5.504 0.956 1.615 0.101
H 1.903 -5.022 -1.669 0.097
H -0.164 3.317 -2.159 0.114
H -1.542 -1.394 -5.298 0.099
H -0.157 0.466 -4.436 0.100
H 5.129 -3.772 0.859 0.098
H -0.769 4.334 1.140 0.089
H -5.876 -1.133 -2.867 0.103
H -2.418 -3.387 3.919 0.076
H -1.230 6.783 1.253 0.102
H 4.851 -7.842 -0.407 0.100
H -3.841 -1.341 4.201 0.098
H 0.515 0.511 -2.064 0.069
H -1.547 -3.179 -1.415 0.108
H 5.148 0.173 3.935 0.101
H 0.593 -3.597 -0.503 0.042
H 2.903 4.824 1.313 0.113
H 1.868 2.577 1.330 0.101
H -3.783 0.477 2.622 0.104
H -3.461 -2.600 0.347 0.120
H -5.081 -3.029 -1.463 0.107
H -2.221 -3.228 -3.781 0.103